1.
C2H2ClP in the gas phase at a distorted geometry, computed with ωB97M-V/def2-TZVPD.

As for the net charge: 0. As for the energy: -878.8250 hartree.

Structure (XYZ):
```
6
Properties=species:S:1:pos:R:3:forces:R:3
P -1.14528 0.36739 -1.31363 0.768 -1.514 0.776
C -0.47248 0.81040 0.09682 0.939 0.891 0.759
C 0.16822 -0.41857 0.19307 0.430 -3.188 -3.146
H -0.07224 -1.28965 0.83161 0.205 0.738 -0.583
Cl 1.91814 -0.96685 -0.67685 -2.000 1.086 1.294
H -0.39637 1.49729 0.86898 -0.343 1.986 0.899
```
Forces are in eV/Å.

Taken from the Löwdin analysis, the atomic charges in e are: 0.959 -0.681 -0.596 0.051 0.242 0.025

---

2.
A molecular structure, C16H23BN6Sr at a distorted geometry, computed with ωB97M-V/def2-TZVPD.

As for the net charge: 0. As for the energy: -1007.5098 hartree.

Structure (XYZ):
```
47
Properties=species:S:1:pos:R:3:forces:R:3
H -3.79642 -0.18822 -4.01534 -0.080 0.034 -0.141
C -1.71136 -1.82082 1.11917 0.993 -0.806 -1.927
Sr 2.60079 0.70308 0.92536 -0.884 -0.945 1.231
C -2.88904 -0.19677 -3.44226 0.349 0.206 0.037
C -1.17072 -0.78115 2.02908 -1.526 0.564 0.468
C 0.43877 0.03535 3.86859 -1.366 0.418 -1.356
H 1.40500 -1.87666 4.28778 -0.145 0.115 -0.024
N 1.26187 -0.83460 -1.90819 1.872 -0.452 1.069
H 2.59371 0.21496 3.50443 -0.248 0.031 -0.024
H -1.51863 -1.53569 0.06938 -0.105 -0.345 0.364
H 2.95134 -2.39980 0.37162 -0.269 0.110 -0.184
H 1.71913 -4.03342 -1.45055 0.011 -0.020 -0.011
N 1.20684 1.94058 -0.50940 -1.451 1.081 -1.058
N 2.09991 -0.82650 -0.80575 -0.788 -1.447 -0.986
N -1.43402 -0.54928 -1.74898 -0.624 0.356 -1.079
H 1.99180 1.18629 4.83059 0.072 0.050 -0.114
H 1.63311 1.75071 3.20755 -0.021 -0.168 0.038
H -1.31299 0.81844 -4.70277 -0.047 -0.093 0.020
N -0.79294 0.08013 -2.78541 -0.644 -0.683 0.148
H -0.28053 -1.78218 4.82921 0.192 0.180 -0.111
B 0.71420 0.44335 -2.58711 -1.659 -0.587 -0.132
H 0.53348 -2.34080 -3.22989 -0.120 0.119 0.270
C 1.73581 0.83689 3.82222 0.143 0.243 0.657
H -0.47726 4.72640 -0.98306 -0.019 0.064 -0.006
H -2.79487 -1.93471 1.23952 0.235 0.034 0.115
H -0.35073 1.19077 5.51791 -0.208 0.062 -0.023
C -2.70924 -0.72522 -2.14703 1.293 0.608 -0.448
C 1.71084 -2.95843 -1.42264 0.223 0.143 0.021
C 0.80833 3.16300 -0.06214 -0.048 -0.874 -1.395
C -0.65615 0.89002 4.50619 0.072 0.315 0.459
C 1.07906 -2.11088 -2.32457 0.290 0.665 0.826
H -1.59734 0.33310 4.58584 0.225 0.063 -0.098
C -0.01010 3.76005 -1.02953 0.165 -0.006 0.044
H -2.10364 -0.30084 2.29131 -0.287 0.815 1.773
C -0.09826 2.84733 -2.07671 0.445 -0.527 0.822
C 2.33378 -2.12662 -0.48183 -0.503 0.791 -1.240
C -1.64611 0.31645 -3.80574 -0.383 -0.451 0.428
C 0.02379 -0.42540 2.44610 3.151 -0.981 0.036
H -1.23801 -2.80237 1.27392 -0.085 0.228 0.015
C 0.65156 -1.21243 4.72851 0.129 -0.120 0.086
H 0.99073 -0.92801 5.73413 -0.030 -0.004 -0.057
N 0.58854 1.73364 -1.73103 1.484 1.331 1.660
H 1.25664 0.65379 -3.62558 0.099 0.184 -0.280
H -0.59482 2.92782 -3.03502 -0.036 -0.119 0.260
H 1.14004 3.54964 0.89975 -0.128 -0.118 -0.223
H -3.44171 -1.21269 -1.51633 0.242 0.058 0.031
H -0.84661 1.79838 3.92211 0.018 -0.121 0.041
```
Forces are in eV/Å.

Atom charges from the Löwdin analysis, given in e for atoms 1 to 8: 0.077 -0.140 1.440 -0.085 -0.280 -0.676 0.070 -0.027

---

3.
C3H6N2O in the gas phase at a distorted geometry, computed with ωB97M-V/def2-TZVPD.

As for the net charge: 0. As for the energy: -302.5760 hartree.

Structure (XYZ):
```
12
Properties=species:S:1:pos:R:3:forces:R:3
C 0.93433 0.06299 0.02002 -2.454 0.348 -0.527
H 0.79916 -0.42801 2.04229 0.160 -0.019 -0.440
H -0.68377 -0.07404 -1.97637 0.620 0.164 0.951
H 1.20838 1.07397 0.31660 -0.011 -0.174 -0.646
N 0.86302 -0.82555 1.11196 -0.488 -0.192 -0.135
C -1.13599 1.48089 -0.64064 -0.431 1.324 0.550
H -0.88447 -1.08689 0.53129 -0.329 -0.334 0.063
H 1.03881 -0.28018 -0.97295 2.900 -0.854 -0.318
O -1.42544 -0.89342 -0.27066 -0.193 0.005 0.362
C -0.70997 0.11193 -0.86892 0.169 0.407 0.706
H 1.28480 -1.74389 1.09411 0.043 0.343 -0.224
N -1.28885 2.60220 -0.38676 0.015 -1.019 -0.341
```
Forces are in eV/Å.

Atom charges from the Löwdin analysis, given in e for atoms 1 to 8: -0.127 0.104 0.147 0.107 -0.001 -0.208 0.064 0.073

---

4.
A gas-phase ion, C4H6O2P (charge -1) at a distorted geometry, computed with ωB97M-V/def2-TZVPD.

As for the net charge: -1. As for the energy: -647.8280 hartree.

Structure (XYZ):
```
13
Properties=species:S:1:pos:R:3:forces:R:3
C -0.04501 -0.69377 -0.61037 0.499 0.489 2.830
O 0.67014 -1.60066 2.55385 0.926 -2.826 0.526
C 0.48917 0.27412 -1.60028 0.960 2.942 1.186
O -0.07740 0.44198 3.04292 -0.444 0.713 2.234
H 0.25177 -0.08135 -2.52151 0.354 -1.481 -3.147
H 0.78073 -1.42838 -0.57304 -1.008 -0.488 0.335
C 0.11672 -0.55938 2.36063 -0.060 2.072 -3.148
P -1.13516 1.33737 1.05699 -0.222 0.434 -1.685
C -0.31109 -0.09737 0.84104 -0.009 -0.178 -0.878
H 0.04378 1.26228 -1.70502 -0.668 0.022 0.764
H 1.53620 0.59805 -1.44089 -0.170 -0.941 -0.260
H -1.30952 1.60310 -0.45861 -0.276 -0.122 1.416
H -1.01032 -1.05598 -0.94571 0.116 -0.637 -0.173
```
Forces are in eV/Å.

Atom charges from the Löwdin analysis, given in e for atoms 1 to 8: -0.296 -0.016 -0.209 -0.187 0.023 0.101 -0.851 0.834